{
  "formula": "CH2OS",
  "method": "ωB97M-V with the def2-TZVPD basis set",
  "species": ["C", "O", "S", "H", "H"],
  "xyz": [[-0.2514, -0.3293, -0.1919], [-3.0550, -0.7088, -0.6494], [-1.0870, -1.4259, -1.0132], [0.7855, -0.3848, -0.6406], [-0.4209, 0.4280, 0.5920]],
  "lumo_energy_ev": [-1.646, -1.601],
  "homo_lumo_gap_ev": [8.0, 7.7],
  "charge": 0,
  "multiplicity": 1,
  "homo_ev": [-9.65, -9.34],
  "energy_ev": -13946.633
}